# 1
Formula: C17H21N3O3
Source: the OMol25 dataset
Level of theory: ωB97M-V with the def2-TZVPD basis set

Values from the calculation:
LUMO = 0.621 eV
SMILES = COc1ccccc1N1CCN(C(=O)c2c(C)noc2C)CC1

The geometry in XYZ format:
```
44
Properties=species:S:1:pos:R:3:lowdin_charge:R:1
C -3.1406 -2.6759 0.7330 -0.076
O -2.9482 -2.0700 -0.5294 -0.136
C -3.3106 -0.7289 -0.5695 -0.224
C -4.4535 -0.3999 -1.2779 -0.009
C -4.8990 0.9080 -1.3468 -0.092
C -4.1938 1.8904 -0.6782 -0.091
C -3.0373 1.5773 0.0117 -0.024
C -2.5477 0.2707 0.0683 -0.163
N -1.3970 -0.0778 0.7773 -0.099
C -0.7826 0.8635 1.6889 -0.133
C 0.2446 1.7694 0.9946 -0.106
N 1.2156 0.9462 0.3051 -0.040
C 2.5196 0.9965 0.6593 -0.415
O 2.9389 1.7649 1.5059 0.076
C 3.4333 0.0823 -0.0742 -0.058
C 4.3456 0.4553 -1.1089 -0.289
C 4.4916 1.7948 -1.7238 -0.007
N 5.0624 -0.5741 -1.4656 0.106
O 4.6847 -1.6271 -0.7003 0.015
C 3.7120 -1.2404 0.1432 -0.261
C 3.1488 -2.2364 1.0872 0.015
C 0.6165 0.0257 -0.6304 -0.099
C -0.3873 -0.8751 0.1082 -0.124
H -4.2019 -2.6804 1.0039 0.096
H -2.5750 -2.1628 1.5159 0.085
H -2.7871 -3.7008 0.6346 0.093
H -4.9948 -1.1981 -1.7629 0.120
H -5.7929 1.1499 -1.9000 0.101
H -4.5337 2.9152 -0.7011 0.103
H -2.5057 2.3751 0.5056 0.097
H -1.5512 1.4562 2.1843 0.123
H -0.2613 0.2756 2.4541 0.132
H 0.7802 2.3801 1.7233 0.125
H -0.2476 2.4200 0.2634 0.125
H 4.6024 2.5431 -0.9410 0.088
H 3.6034 2.0402 -2.3054 0.087
H 5.3607 1.8066 -2.3743 0.083
H 3.9460 -2.8711 1.4673 0.091
H 2.6645 -1.7253 1.9147 0.088
H 2.4222 -2.8727 0.5810 0.088
H 1.3866 -0.5760 -1.1124 0.125
H 0.0825 0.5999 -1.3987 0.138
H -0.8583 -1.5563 -0.5980 0.123
H 0.1453 -1.4578 0.8681 0.122
```


# 2
Formula: C17H21N3O6S
Source: the OMol25 dataset
Level of theory: ωB97M-V with the def2-TZVPD basis set

Values from the calculation:
LUMO = 0.256 eV
SMILES = Cc1ccc(S(=O)(=O)N(C)C)cc1NC(=O)COC(=O)c1c(C)noc1C

The geometry in XYZ format:
```
48
Properties=species:S:1:pos:R:3:lowdin_charge:R:1
C 0.0349 3.0785 1.4490 -0.026
C -1.0743 2.2406 0.9090 -0.177
C -2.3169 2.2364 1.5376 -0.016
C -3.3506 1.4262 1.1034 -0.054
C -3.1341 0.5882 0.0269 -0.285
S -4.4001 -0.5360 -0.5434 0.672
O -4.4069 -0.5469 -1.9763 -0.287
O -5.6317 -0.2651 0.1442 -0.284
N -3.7333 -2.0120 -0.0356 -0.340
C -3.8208 -2.1513 1.3997 -0.112
C -4.2590 -3.1444 -0.7686 -0.108
C -1.9258 0.5791 -0.6343 0.015
C -0.9012 1.4211 -0.2153 -0.159
N 0.3181 1.3796 -0.9164 0.147
C 1.0203 2.4505 -1.3677 -0.456
O 0.6673 3.6010 -1.2935 0.097
C 2.3467 2.0613 -2.0327 -0.051
O 2.8249 0.7807 -1.6528 -0.010
C 3.1838 0.6497 -0.3585 -0.426
O 3.0685 1.5420 0.4477 0.122
C 3.7038 -0.6794 -0.0643 -0.017
C 3.9100 -1.8031 -0.9311 -0.280
C 3.6385 -1.9179 -2.3814 -0.014
N 4.4079 -2.7956 -0.2513 0.113
O 4.5492 -2.3927 1.0402 0.036
C 4.1362 -1.1339 1.1678 -0.230
C 4.1968 -0.4808 2.4917 0.027
H 0.9843 2.5465 1.4043 0.074
H 0.1473 3.9790 0.8446 0.085
H -0.1696 3.3684 2.4760 0.083
H -2.4666 2.8767 2.3940 0.117
H -4.3162 1.4239 1.5832 0.116
H -3.3494 -1.2831 1.8566 0.080
H -4.8612 -2.2096 1.7388 0.091
H -3.2880 -3.0515 1.7041 0.093
H -5.2714 -3.4107 -0.4448 0.094
H -3.5971 -3.9994 -0.6278 0.091
H -4.2829 -2.8669 -1.8194 0.077
H -1.8043 -0.0760 -1.4827 0.125
H 0.5885 0.4715 -1.2701 0.154
H 3.0778 2.8356 -1.7784 0.145
H 2.2178 2.0244 -3.1166 0.145
H 4.1623 -1.1326 -2.9221 0.087
H 2.5738 -1.8044 -2.5758 0.085
H 3.9693 -2.8914 -2.7308 0.086
H 3.5025 -0.9655 3.1770 0.099
H 5.1979 -0.5778 2.9076 0.097
H 3.9334 0.5674 2.3881 0.079
```


# 3
Formula: C17H21O5
Source: the OMol25 dataset
Level of theory: ωB97M-V with the def2-TZVPD basis set

Values from the calculation:
LUMO = 3.180 eV
charge = -1

The geometry in XYZ format:
```
43
Properties=species:S:1:pos:R:3:lowdin_charge:R:1
C 0.2386 5.6799 0.7326 -0.089
C -0.8678 4.7370 0.3420 -0.216
O -0.5462 3.4525 0.9669 -0.038
C -1.4000 2.4778 0.6227 -0.490
C -1.1527 1.1534 1.3312 -0.268
C -0.3222 1.4299 2.5714 -0.056
C -2.5464 0.8083 1.7902 -0.464
O -2.9719 1.1556 2.8940 0.040
O -3.2838 0.1293 0.9148 0.005
C -4.5708 -0.2606 1.4518 -0.216
C -5.4733 -0.5947 0.3031 -0.075
O -2.3743 2.7151 -0.0912 0.012
H 0.2284 6.5402 0.0605 0.068
H 0.0928 6.0490 1.7528 0.071
H 1.2209 5.2004 0.6760 0.078
H -1.8416 5.0785 0.7271 0.126
H -0.9132 4.5968 -0.7477 0.122
H -0.0889 0.4952 3.0923 0.079
H 0.6139 1.9563 2.3486 0.082
H -0.9481 2.0456 3.2376 0.081
H -4.4108 -1.1126 2.1283 0.126
H -4.9682 0.5831 2.0263 0.118
H -6.2550 -1.2686 0.6522 0.067
H -5.9759 0.3069 -0.0566 0.076
H -4.9469 -1.0687 -0.5267 0.080
C -3.5146 0.7614 -6.1211 -0.118
C -3.3432 1.6785 -5.0796 -0.098
C -2.7593 1.2752 -3.8691 -0.025
C -2.3129 -0.0484 -3.7055 -0.143
C -1.4190 -0.5031 -2.5628 -0.370
C -1.4762 0.2437 -1.2530 -0.097
C -0.5466 0.0748 -0.3160 0.030
O -0.6320 -1.4358 -2.7419 -0.003
C -2.5304 -0.9699 -4.7499 -0.041
C -3.1234 -0.5734 -5.9480 -0.103
H -3.9346 1.0845 -7.0716 0.087
H -3.6498 2.7184 -5.1979 0.093
H -2.6167 1.9858 -3.0509 0.109
H -2.3047 0.9446 -1.1685 0.073
H -0.6695 0.1171 0.8242 0.006
H 0.3307 -0.5094 -0.6448 0.081
H -2.1940 -2.0017 -4.6186 0.109
H -3.2621 -1.3061 -6.7429 0.091
```


# 4
Formula: C17H22AuN2OS2
Source: the OMol25 dataset
Level of theory: ωB97M-V with the def2-TZVPD basis set

Values from the calculation:
LUMO = -4.215 eV
charge = +1

The geometry in XYZ format:
```
45
Properties=species:S:1:pos:R:3:lowdin_charge:R:1
Au 0.0805 0.5255 0.9531 0.837
C -0.1153 3.3431 0.7341 -0.024
N 0.0693 2.2228 -0.2514 -0.300
C -1.1527 2.0506 -1.0786 -0.149
C -2.3071 1.5141 -0.2224 -0.139
N -1.9078 0.2254 0.4374 -0.283
C -1.9971 -0.8780 -0.5699 -0.028
C -2.6681 -0.1804 1.6311 -0.286
C -4.0530 -0.2364 1.5717 -0.028
C -4.7744 -0.6841 2.6634 -0.059
C -4.0955 -1.1015 3.8036 -0.056
C -2.7123 -1.0709 3.8465 -0.099
C -1.9734 -0.6018 2.7607 -0.568
S -0.1937 -0.5990 2.8999 0.639
C 1.3539 2.4154 -0.9305 -0.289
C 1.4524 3.2396 -2.0384 -0.019
C 2.6969 3.4874 -2.5948 -0.058
C 3.8264 2.9274 -2.0134 -0.057
C 3.7161 2.1146 -0.8960 -0.094
C 2.4718 1.8384 -0.3398 -0.571
S 2.3645 0.7578 1.0725 0.647
H -0.3185 4.2598 0.1774 0.112
H 0.8043 3.4534 1.3015 0.100
H -0.9295 3.1309 1.4211 0.085
H -0.9149 1.3494 -1.8771 0.129
H -1.4546 2.9947 -1.5385 0.134
H -3.1465 1.3359 -0.8992 0.133
H -2.6487 2.2052 0.5439 0.129
H -3.0254 -0.9476 -0.9255 0.106
H -1.7011 -1.8044 -0.0885 0.090
H -1.3238 -0.6892 -1.4031 0.092
H -4.5745 0.0748 0.6734 0.120
H -5.8539 -0.7187 2.6215 0.113
H -4.6468 -1.4634 4.6607 0.116
H -2.1863 -1.4139 4.7288 0.111
H 0.5660 3.6910 -2.4675 0.118
H 2.7823 4.1196 -3.4672 0.114
H 4.8032 3.1194 -2.4359 0.116
H 4.6018 1.6750 -0.4541 0.113
C 0.6103 -3.5115 -0.6004 -0.132
O 0.8297 -2.1780 -0.1441 -0.212
H 0.7559 -4.2406 0.1984 0.087
H 1.2594 -3.7642 -1.4406 0.085
H -0.4226 -3.5760 -0.9384 0.071
H 1.7380 -2.1029 0.1665 0.053
```


The energy above the lowest of the compared OMol25 structures with the same formula, charge and spin results, record by record, are as follows: 396.3 308.6 157.6 0.0 kJ/mol.